#1
# C20H33N5O4

An isolated molecule of C20H33N5O4 (the ωB97M-V functional and the def2-TZVPD basis, OMol25).

Last column: Löwdin charge in e.
Geometry (Å):
C -5.432 2.072 -4.267  -0.070
C -4.973 1.987 -2.830  -0.276
O -3.560 2.051 -2.812  -0.116
C -2.987 2.131 -1.522  -0.344
C -3.026 0.786 -0.799  -0.099
C -2.290 0.870 0.534  -0.141
N -0.933 1.349 0.336  -0.048
C 0.185 0.570 0.382  -0.409
O 1.277 0.957 0.016  0.085
C -0.001 -0.843 0.932  -0.129
O 1.259 -1.438 1.037  -0.109
C 1.250 -2.666 1.742  -0.309
C 0.790 -3.839 0.844  -0.047
C 2.267 -3.999 0.393  -0.256
N 2.586 -3.252 -0.804  0.112
C 2.612 -3.835 -2.026  -0.488
O 2.473 -5.036 -2.194  0.053
C 2.862 -2.898 -3.193  -0.089
C 1.925 -3.228 -4.357  -0.112
C 2.284 -2.479 -5.593  -0.334
N 1.732 -1.351 -6.001  0.119
C 2.428 -1.063 -7.128  -0.227
N 3.365 -1.930 -7.439  0.086
N 3.264 -2.837 -6.442  -0.144
C 4.143 -3.984 -6.412  -0.005
C 2.675 -3.230 1.670  -0.050
C -0.866 2.649 -0.313  -0.107
C -1.555 2.632 -1.678  -0.295
C -1.505 4.012 -2.316  -0.048
H -6.520 2.029 -4.321  0.076
H -5.097 3.006 -4.718  0.078
H -5.022 1.245 -4.846  0.079
H -5.385 2.817 -2.240  0.123
H -5.326 1.053 -2.375  0.112
H -3.547 2.872 -0.924  0.158
H -4.057 0.471 -0.625  0.114
H -2.551 0.037 -1.440  0.134
H -2.806 1.573 1.198  0.132
H -2.290 -0.093 1.038  0.109
H -0.484 -0.794 1.917  0.134
H -0.664 -1.414 0.267  0.132
H 0.778 -2.542 2.722  0.145
H 0.458 -4.694 1.433  0.117
H 0.058 -3.623 0.066  0.111
H 2.631 -5.014 0.265  0.141
H 2.537 -2.245 -0.742  0.138
H 2.756 -1.851 -2.902  0.122
H 3.902 -3.043 -3.499  0.125
H 1.945 -4.305 -4.527  0.111
H 0.902 -2.957 -4.098  0.126
H 2.238 -0.194 -7.737  0.098
H 3.904 -4.597 -5.546  0.084
H 4.014 -4.572 -7.318  0.091
H 5.178 -3.653 -6.346  0.092
H 3.472 -2.493 1.581  0.122
H 2.882 -3.910 2.494  0.118
H -1.353 3.386 0.336  0.138
H 0.181 2.922 -0.416  0.127
H -1.024 1.916 -2.315  0.161
H -2.021 4.744 -1.688  0.086
H -0.473 4.344 -2.438  0.084
H -1.984 4.005 -3.293  0.079

Calculated values
SMILES string ... CCO[C@H]1CCN(C(=O)CO[C@H]2C[C@@H](NC(=O)CCc3ncnn3C)C2)C[C@@H]1C
Orbital gap ... 9.89 eV

=====

#2
# C20H33N5O4

An isolated molecule of C20H33N5O4 (the ωB97M-V functional and the def2-TZVPD basis, OMol25).

Last column: Löwdin charge in e.
Geometry (Å):
C 5.480 -0.795 -4.370  -0.071
C 4.942 -0.463 -2.997  -0.276
O 3.772 -1.230 -2.784  -0.117
C 3.252 -1.163 -1.471  -0.343
C 2.557 0.170 -1.203  -0.098
C 1.885 0.173 0.167  -0.138
N 0.974 -0.957 0.287  -0.044
C -0.374 -0.884 0.089  -0.409
O -1.054 -1.869 -0.136  0.076
C -0.991 0.513 0.179  -0.127
O -2.391 0.578 0.287  -0.097
C -3.064 -0.375 1.119  -0.296
C -2.568 -0.323 2.582  -0.049
C -3.637 0.758 2.873  -0.249
N -3.125 2.107 2.775  0.112
C -3.418 3.085 3.666  -0.486
O -4.034 2.896 4.701  0.052
C -2.914 4.469 3.299  -0.093
C -2.204 5.121 4.488  -0.111
C -2.013 6.583 4.284  -0.337
N -0.944 7.163 3.769  0.117
C -1.288 8.474 3.755  -0.228
N -2.489 8.738 4.219  0.087
N -2.950 7.511 4.548  -0.143
C -4.260 7.359 5.140  -0.002
C -4.366 0.294 1.587  -0.048
C 1.635 -2.239 0.090  -0.110
C 2.291 -2.332 -1.287  -0.296
C 2.990 -3.672 -1.455  -0.047
H 6.380 -0.215 -4.575  0.076
H 5.725 -1.855 -4.437  0.078
H 4.738 -0.564 -5.134  0.079
H 5.683 -0.700 -2.221  0.123
H 4.722 0.609 -2.927  0.112
H 4.080 -1.284 -0.748  0.159
H 3.271 0.995 -1.256  0.116
H 1.806 0.329 -1.983  0.134
H 2.642 0.083 0.953  0.132
H 1.366 1.111 0.334  0.109
H -0.532 1.040 1.025  0.116
H -0.730 1.063 -0.729  0.141
H -3.115 -1.340 0.629  0.130
H -2.785 -1.254 3.104  0.121
H -1.528 -0.050 2.761  0.112
H -4.174 0.686 3.814  0.140
H -2.707 2.367 1.895  0.132
H -2.256 4.447 2.428  0.118
H -3.793 5.060 3.025  0.127
H -2.782 4.921 5.390  0.111
H -1.219 4.675 4.622  0.127
H -0.637 9.254 3.395  0.098
H -4.552 6.312 5.110  0.083
H -4.251 7.701 6.175  0.093
H -4.974 7.951 4.574  0.091
H -4.760 1.071 0.933  0.119
H -5.142 -0.439 1.804  0.117
H 2.398 -2.349 0.869  0.138
H 0.898 -3.027 0.215  0.127
H 1.502 -2.234 -2.042  0.159
H 3.770 -3.796 -0.698  0.087
H 2.283 -4.495 -1.346  0.084
H 3.457 -3.746 -2.436  0.079

Calculated values
SMILES string ... CCO[C@H]1CCN(C(=O)CO[C@H]2C[C@@H](NC(=O)CCc3ncnn3C)C2)C[C@@H]1C
Orbital gap ... 9.86 eV

=====

Name the most stable of them. #1.

=====

#1
# C20H27FN4O4

An isolated molecule of C20H27FN4O4 (the ωB97M-V functional and the def2-TZVPD basis, OMol25).

Last column: Löwdin charge in e.
Geometry (Å):
C 0.444 1.771 -0.071  -0.054
C 0.328 0.495 -0.895  -0.196
N 0.269 -0.702 -0.061  -0.024
C 1.478 -1.127 0.638  -0.110
C 2.755 -0.986 -0.175  -0.352
C 3.952 -1.453 0.646  -0.034
N 2.637 -1.745 -1.410  0.123
C 2.966 -1.231 -2.618  -0.414
O 3.383 -0.091 -2.768  0.055
C 2.775 -2.160 -3.759  -0.138
C 2.479 -3.510 -3.776  0.036
C 2.373 -3.805 -5.138  -0.413
O 2.076 -5.015 -5.660  0.068
N 2.591 -2.749 -5.899  0.145
N 2.840 -1.743 -5.042  -0.132
C 3.108 -0.419 -5.577  -0.005
C -0.890 -1.302 0.338  -0.397
O -0.903 -2.158 1.203  0.080
C -2.192 -0.936 -0.401  -0.279
C -2.230 -1.567 -1.799  -0.069
C -1.814 -3.016 -1.892  -0.209
C -0.969 -3.419 -2.922  -0.032
C -0.600 -4.749 -3.081  -0.012
C -1.081 -5.668 -2.174  -0.281
F -0.730 -6.965 -2.309  0.054
C -1.911 -5.309 -1.131  0.007
C -2.279 -3.979 -0.998  -0.012
O -3.316 -1.384 0.308  -0.149
C -3.534 -0.694 1.524  -0.076
H 0.504 2.643 -0.724  0.080
H -0.418 1.890 0.588  0.077
H 1.341 1.756 0.549  0.073
H -0.555 0.534 -1.526  0.099
H 1.174 0.412 -1.577  0.100
H 1.599 -0.571 1.575  0.138
H 1.332 -2.170 0.921  0.130
H 2.920 0.048 -0.476  0.131
H 4.051 -0.858 1.555  0.083
H 3.837 -2.500 0.933  0.085
H 4.867 -1.352 0.064  0.085
H 2.203 -2.654 -1.373  0.141
H 2.362 -4.189 -2.950  0.114
H 2.074 -4.928 -6.621  0.113
H 2.326 0.279 -5.286  0.090
H 4.058 -0.046 -5.207  0.087
H 3.130 -0.527 -6.657  0.086
H -2.263 0.156 -0.509  0.141
H -3.254 -1.444 -2.161  0.135
H -1.590 -0.983 -2.464  0.108
H -0.591 -2.684 -3.625  0.113
H 0.045 -5.071 -3.889  0.104
H -2.258 -6.063 -0.438  0.120
H -2.920 -3.679 -0.181  0.116
H -4.474 -1.058 1.932  0.093
H -2.733 -0.886 2.239  0.087
H -3.618 0.386 1.344  0.091

Calculated values
SMILES string ... CCN(C[C@@H](C)NC(=O)c1cc(O)nn1C)C(=O)[C@@H](Cc1ccc(F)cc1)OC
Orbital gap ... 9.47 eV

=====

#2
# C20H27FN4O4

An isolated molecule of C20H27FN4O4 (the ωB97M-V functional and the def2-TZVPD basis, OMol25).

Last column: Löwdin charge in e.
Geometry (Å):
C 0.750 3.401 -0.085  -0.060
C 0.313 2.516 -1.245  -0.208
N 0.471 1.090 -0.951  -0.010
C 1.828 0.624 -1.275  -0.101
C 2.192 -0.839 -1.038  -0.326
C 3.642 -1.066 -1.453  -0.041
N 1.958 -1.240 0.350  0.119
C 2.434 -0.533 1.399  -0.405
O 3.304 0.325 1.321  0.056
C 1.789 -0.876 2.695  -0.148
C 1.074 -1.997 3.077  0.048
C 0.688 -1.706 4.390  -0.413
O -0.035 -2.509 5.200  0.070
N 1.111 -0.522 4.788  0.141
N 1.790 -0.021 3.738  -0.133
C 2.392 1.295 3.854  -0.005
C -0.589 0.293 -0.647  -0.377
O -0.541 -0.925 -0.592  0.071
C -1.935 0.981 -0.320  -0.274
C -2.825 1.082 -1.567  -0.071
C -2.884 -0.180 -2.386  -0.228
C -2.184 -0.274 -3.582  -0.035
C -2.185 -1.444 -4.330  -0.005
C -2.902 -2.519 -3.854  -0.283
F -2.912 -3.665 -4.569  0.052
C -3.614 -2.465 -2.672  0.005
C -3.600 -1.289 -1.942  -0.016
O -2.637 0.227 0.632  -0.137
C -2.000 0.190 1.895  -0.063
H 0.692 4.455 -0.361  0.078
H 0.113 3.239 0.786  0.069
H 1.779 3.184 0.205  0.072
H -0.713 2.732 -1.526  0.097
H 0.918 2.733 -2.128  0.122
H 1.999 0.823 -2.339  0.132
H 2.528 1.244 -0.712  0.114
H 1.541 -1.473 -1.633  0.142
H 3.771 -0.852 -2.515  0.081
H 4.313 -0.429 -0.879  0.077
H 3.916 -2.106 -1.278  0.085
H 1.054 -1.670 0.485  0.110
H 0.880 -2.893 2.514  0.118
H -0.125 -2.059 6.049  0.109
H 3.476 1.221 3.888  0.091
H 2.114 1.915 3.004  0.079
H 2.013 1.727 4.775  0.086
H -1.763 1.986 0.086  0.135
H -3.820 1.356 -1.208  0.133
H -2.476 1.901 -2.198  0.110
H -1.623 0.582 -3.942  0.114
H -1.645 -1.526 -5.264  0.117
H -4.161 -3.336 -2.336  0.119
H -4.133 -1.233 -1.002  0.120
H -2.659 -0.349 2.571  0.098
H -1.039 -0.332 1.850  0.074
H -1.843 1.205 2.281  0.095

Calculated values
SMILES string ... CCN(C[C@@H](C)NC(=O)c1cc(O)nn1C)C(=O)[C@@H](Cc1ccc(F)cc1)OC
Orbital gap ... 9.35 eV

=====

Name the most stable of them. #1.

=====

#1
# C5H6NO

The ion C5H6NO with charge +1 (the ωB97M-V functional and the def2-TZVPD basis, OMol25).

Last column: Löwdin charge in e.
Geometry (Å):
C -1.416 0.946 -0.270  -0.034
C -0.944 -0.383 0.289  -0.163
C 0.500 -0.401 0.266  -0.131
C 1.281 -0.916 -0.696  0.105
C 2.565 -0.399 -0.229  0.293
N 2.696 0.364 0.758  0.161
O 1.403 0.337 1.231  0.087
H -1.280 1.675 0.545  0.108
H -2.463 0.943 -0.444  0.089
H -0.767 1.006 -1.105  0.079
H -1.535 -1.128 -0.177  0.137
H -1.313 -0.436 1.308  0.143
H 1.272 -1.607 -1.477  0.128

Calculated values
SMILES string ... CCc1cc#[n+]o1
Charge ... +1
Orbital gap (alpha / beta) ... 6.88 / 6.87 eV

=====

#2
# C5H6NO

A cluster of 2 separate species, C5H6NO in total (the ωB97M-V functional and the def2-TZVPD basis, OMol25).

Last column: Löwdin charge in e.
Geometry (Å):
C -2.566 -0.286 -0.431  0.142
C 2.703 0.524 -0.208  0.038
C -1.653 0.179 0.442  -0.128
C 1.004 -1.180 0.030  0.136
C -0.552 0.871 0.126  -0.059
N 1.979 -0.522 -0.218  -0.050
O 0.401 1.541 0.039  0.230
H -3.333 -0.875 -0.004  0.084
H -2.706 0.297 -1.320  0.099
H 3.114 0.612 0.773  0.104
H 2.727 1.325 -0.956  0.116
H -1.696 -0.347 1.476  0.193
H 0.579 -2.138 0.252  0.095

Calculated values
Charge ... +1
Orbital gap (alpha / beta) ... 6.60 / 6.61 eV

=====

Name the most stable of them. #2.